# 1
{
  "formula": "C5H15NO5",
  "method": "ωB97M-V with the def2-TZVPD basis set",
  "species": ["C", "N", "C", "C", "C", "O", "C", "O", "H", "H", "H", "H", "H", "H", "H", "H", "H", "H", "H", "O", "H", "H", "O", "H", "H", "O"],
  "positions_angstrom": [[-1.685, 1.429, -1.859], [-1.004, 0.282, -1.265], [-0.461, 0.664, 0.146], [0.861, -0.022, 0.288], [1.969, 0.643, -0.625], [2.924, 0.010, -1.077], [-1.120, -0.178, 1.330], [-1.192, 0.190, 2.436], [-2.770, 1.495, -1.590], [-1.216, 2.360, -1.579], [-1.545, 1.511, -2.938], [-0.227, 0.011, -1.908], [-0.405, 1.703, 0.255], [1.267, -0.208, 1.362], [0.877, -1.177, 0.185], [1.904, 1.704, -0.809], [-1.362, -1.190, 1.031], [-3.078, -2.745, 1.950], [-1.507, -2.967, 1.658], [-2.416, -3.259, 1.597], [2.316, -2.249, -2.632], [1.248, -1.991, -1.543], [1.596, -2.740, -2.205], [1.643, 1.806, 3.239], [1.570, 2.933, 2.262], [1.813, 1.984, 2.290]],
  "total_charge": 0,
  "fmax_ev_per_a": 4.66,
  "smiles": "CN[C@@H](C=O)CC=O.O.O.O",
  "e_homo_ha": -0.3522,
  "relative_energy_kcal_mol": 85.98,
  "e_tot_ha": -630.35373
}

***

# 2
{
  "formula": "C5H15NOS",
  "method": "ωB97M-V with the def2-TZVPD basis set",
  "species": ["C", "C", "S", "C", "N", "C", "C", "H", "H", "H", "H", "H", "H", "H", "H", "H", "H", "H", "H", "H", "H", "H", "O"],
  "positions_angstrom": [[-0.434, -0.091, -1.046], [1.103, -0.474, -0.711], [1.412, -2.024, -1.252], [-1.381, -0.644, 0.011], [-1.329, 0.354, 1.097], [-1.223, -0.285, 2.466], [-2.460, 1.318, 1.031], [-0.370, 1.023, -1.090], [-0.648, -0.447, -2.024], [1.280, -0.280, 0.380], [1.855, 0.280, -1.099], [2.468, -2.619, -0.742], [-2.558, -0.654, -0.344], [-1.377, -1.652, 0.279], [-2.211, 0.065, 2.943], [-0.220, 0.051, 2.802], [-1.348, -1.408, 2.367], [-2.055, 2.207, 0.440], [-2.612, 1.840, 1.989], [-3.392, 1.015, 0.760], [4.859, 0.250, -2.318], [5.143, 1.231, -3.428], [5.496, 0.943, -2.509]],
  "total_charge": 0,
  "fmax_ev_per_a": 5.62,
  "smiles": "CN(C)CCCS.O",
  "e_homo_ha": -0.3163,
  "relative_energy_kcal_mol": 73.93,
  "e_tot_ha": -727.56789
}

***

# 3
{
  "formula": "C5H15NOSi",
  "method": "ωB97M-V with the def2-TZVPD basis set",
  "species": ["O", "N", "C", "C", "C", "C", "C", "Si", "H", "H", "H", "H", "H", "H", "H", "H", "H", "H", "H", "H", "H", "H", "H"],
  "positions_angstrom": [[-0.188, 0.766, -0.655], [-1.863, -1.784, -2.859], [-0.289, -0.228, -1.658], [-1.565, -1.142, -1.556], [2.416, 0.111, 0.748], [-0.363, -0.376, 1.871], [0.532, 2.535, 1.588], [0.637, 0.787, 0.815], [-1.253, -2.565, -3.021], [-2.772, -2.149, -2.872], [0.652, -0.686, -1.580], [-0.289, 0.404, -2.568], [-2.387, -0.480, -1.369], [-1.580, -1.904, -0.766], [2.827, 0.291, 1.730], [2.516, -0.993, 0.537], [2.963, 0.718, -0.017], [0.052, -1.361, 1.833], [-1.385, -0.538, 1.648], [-0.199, -0.005, 2.867], [0.904, 2.517, 2.622], [-0.462, 2.916, 1.692], [1.095, 3.166, 0.972]],
  "total_charge": 0,
  "fmax_ev_per_a": 2.13,
  "smiles": "C[Si](C)(C)OCCN",
  "e_homo_ha": -0.3422,
  "relative_energy_kcal_mol": 13.93,
  "e_tot_ha": -619.02262
}

***

# 4
{
  "formula": "C5H15O3",
  "method": "ωB97M-V with the def2-TZVPD basis set",
  "species": ["C", "O", "C", "C", "C", "C", "H", "H", "H", "H", "H", "H", "H", "H", "H", "H", "H", "H", "H", "O", "H", "H", "O"],
  "positions_angstrom": [[-0.509, -0.898, 0.534], [-1.415, -0.159, 1.290], [-0.313, -0.378, -0.875], [0.681, 0.800, -0.942], [2.139, 0.276, -0.862], [2.868, 0.654, -2.156], [0.450, -0.857, 1.056], [-0.780, -1.976, 0.524], [-1.229, -0.020, -1.370], [-0.031, -1.205, -1.555], [0.392, 1.561, -0.219], [0.521, 1.300, -1.909], [2.200, -0.796, -0.703], [2.699, 0.789, -0.064], [2.999, 1.711, -2.368], [2.253, 0.222, -2.939], [3.808, 0.102, -2.303], [-3.584, 0.546, 0.914], [-3.623, -0.117, 2.204], [-4.151, 0.505, 1.677], [-1.685, -0.721, 2.507], [-1.666, -0.321, 4.071], [-2.026, -1.017, 3.489]],
  "total_charge": -1,
  "fmax_ev_per_a": 2.19,
  "e_homo_ha": -0.1403,
  "relative_energy_kcal_mol": 7.52,
  "e_tot_ha": -425.23713
}

***

What did the fourth record say?
{
  "formula": "C5H15O3",
  "method": "ωB97M-V with the def2-TZVPD basis set",
  "species": ["C", "O", "C", "C", "C", "C", "H", "H", "H", "H", "H", "H", "H", "H", "H", "H", "H", "H", "H", "O", "H", "H", "O"],
  "positions_angstrom": [[-0.509, -0.898, 0.534], [-1.415, -0.159, 1.290], [-0.313, -0.378, -0.875], [0.681, 0.800, -0.942], [2.139, 0.276, -0.862], [2.868, 0.654, -2.156], [0.450, -0.857, 1.056], [-0.780, -1.976, 0.524], [-1.229, -0.020, -1.370], [-0.031, -1.205, -1.555], [0.392, 1.561, -0.219], [0.521, 1.300, -1.909], [2.200, -0.796, -0.703], [2.699, 0.789, -0.064], [2.999, 1.711, -2.368], [2.253, 0.222, -2.939], [3.808, 0.102, -2.303], [-3.584, 0.546, 0.914], [-3.623, -0.117, 2.204], [-4.151, 0.505, 1.677], [-1.685, -0.721, 2.507], [-1.666, -0.321, 4.071], [-2.026, -1.017, 3.489]],
  "total_charge": -1,
  "fmax_ev_per_a": 2.19,
  "e_homo_ha": -0.1403,
  "relative_energy_kcal_mol": 7.52,
  "e_tot_ha": -425.23713
}

***

What is the formula in the second record?
C5H15NOS